# 1
# C38H57CdGeN4OPS

C38H57CdGeN4OPS as an isolated structure (ωB97M-V/def2-TZVPD, OMol25).

Results
total charge	0
Kohn-Sham gap	6.87	eV
total energy	-129545.4258	eV

XYZ file:
```
104
Properties=species:S:1:pos:R:3:forces:R:3:mulliken_charge:R:1
Cd -0.367474 0.847408 -0.527548 0.2 0.2 -0.1 3.139
N -3.328464 4.063074 -0.193462 0.0 0.1 0.0 -0.438
C -2.185680 3.355597 0.033737 0.1 -0.1 0.1 0.522
S -1.102648 3.184709 -1.305078 0.1 -0.2 -0.1 -0.654
N -2.030639 2.890792 1.236893 -0.6 0.2 0.1 -0.992
N -0.958212 2.072435 1.471165 0.6 -0.2 0.5 0.670
C -0.516287 2.206127 2.675478 0.0 -0.1 -0.4 -1.114
C 0.623912 1.558494 3.331931 0.0 0.1 -0.1 1.185
C 1.118017 2.215638 4.466088 -0.1 0.1 -0.1 -1.050
C 2.272460 1.809003 5.104305 0.0 0.1 0.1 -0.820
C 2.979379 0.728328 4.600885 0.0 -0.1 0.0 -0.730
C 2.484961 0.031531 3.514558 0.1 0.0 0.0 -0.165
C 1.289929 0.403080 2.904244 0.1 0.1 -0.1 -0.230
O 0.795511 -0.371354 1.909432 -0.5 -0.3 -0.1 -0.669
H -3.345556 4.655482 -1.003449 0.0 0.0 0.0 0.214
H -3.869766 4.336121 0.610299 0.0 0.0 0.0 0.252
H -1.010045 2.971040 3.274648 0.0 0.0 0.0 0.263
H 0.580735 3.083787 4.829785 0.0 0.0 0.0 0.400
H 2.624882 2.334577 5.981410 0.0 0.0 0.0 0.415
H 3.908128 0.417046 5.061187 0.0 0.0 0.0 0.429
H 3.011270 -0.827405 3.122653 0.0 -0.1 0.0 0.539
C 1.198537 2.059598 -3.767327 0.0 0.0 0.1 -1.021
C 2.451926 1.458152 -3.123794 -0.2 0.0 0.2 0.261
C 3.363187 0.948420 -4.240056 0.1 0.0 0.1 -1.702
P 1.853966 0.270838 -1.806821 0.2 -0.3 -0.1 -0.124
C 3.310414 -0.345431 -0.805726 -0.1 0.1 0.0 0.956
C 3.060265 -1.791269 -0.377997 0.0 0.1 0.1 -1.331
C 4.702755 -0.173174 -1.405656 -0.1 0.0 0.0 -1.703
C 1.177984 -1.125387 -2.732019 0.0 0.1 0.0 -0.336
C 1.980353 -1.817866 -3.651470 -0.1 0.0 0.0 -0.080
C 1.478471 -2.738978 -4.547211 0.1 0.0 -0.1 0.615
C 2.364260 -3.473654 -5.519504 -0.1 0.0 0.1 -1.901
C 0.093261 -2.934071 -4.536665 0.0 0.0 0.1 -0.799
C -0.710435 -2.324887 -3.605460 -0.1 0.0 0.0 -0.461
C -0.197342 -1.455921 -2.606506 0.1 0.0 -0.2 -1.357
N -1.006380 -0.978550 -1.610123 0.0 0.0 0.3 0.631
C -2.142409 -1.744175 -1.272012 -0.2 -0.1 0.1 -0.101
C -2.064044 -3.116963 -0.944386 0.1 0.0 0.1 1.790
C -0.781356 -3.915478 -0.989310 -0.1 0.1 -0.1 -2.055
C -3.214098 -3.796390 -0.553602 0.0 0.0 -0.1 -0.614
C -4.452675 -3.183071 -0.461572 0.0 0.0 -0.1 0.178
C -5.678763 -3.942210 -0.027492 0.1 0.1 0.0 -1.647
C -4.519599 -1.833947 -0.784123 0.0 -0.1 0.0 -0.533
C -3.401237 -1.116743 -1.186841 0.0 0.1 -0.1 0.891
C -3.558316 0.340185 -1.530029 0.0 -0.1 0.1 -1.866
H 1.484119 2.770757 -4.544832 0.0 0.0 0.0 0.500
H 0.580392 2.586336 -3.045850 0.0 0.0 0.0 -0.069
H 0.594778 1.274161 -4.229309 0.0 0.0 0.0 0.229
H 2.970888 2.242763 -2.561997 0.0 0.0 0.0 0.644
H 2.839102 0.220971 -4.857421 0.0 0.0 0.0 0.398
H 4.288246 0.504961 -3.879303 0.0 0.0 0.0 0.274
H 3.628062 1.793661 -4.879673 0.0 0.0 0.0 0.506
H 3.262048 0.279822 0.091422 0.0 0.0 0.0 0.309
H 3.111045 -2.468805 -1.230384 0.0 0.0 0.0 0.308
H 2.076049 -1.898592 0.081138 0.0 0.0 0.0 0.090
H 3.817946 -2.100081 0.347674 0.0 0.0 0.0 0.511
H 4.874156 -0.866095 -2.230762 0.0 0.0 0.0 0.255
H 5.450470 -0.384146 -0.637133 0.0 0.0 0.0 0.465
H 4.870430 0.844538 -1.757179 0.1 0.0 0.0 0.397
H 3.047691 -1.627629 -3.650809 0.0 0.0 0.0 0.352
H 3.388039 -3.101826 -5.474497 0.0 0.0 0.0 0.335
H 2.004442 -3.353132 -6.543313 0.0 0.0 0.0 0.383
H 2.382758 -4.544254 -5.303309 0.0 0.0 0.0 0.353
H -0.354687 -3.591291 -5.275137 0.0 0.0 0.0 0.373
H -1.778289 -2.505169 -3.616299 0.0 -0.1 0.0 0.547
H 0.103594 -3.285801 -0.924024 0.0 0.0 0.0 -0.002
H -0.711490 -4.471936 -1.927657 0.0 0.0 0.0 0.479
H -0.761900 -4.636007 -0.169426 0.0 0.0 0.0 0.586
H -3.130053 -4.849868 -0.300898 0.0 0.0 0.0 0.352
H -5.445307 -4.993116 0.143393 0.0 0.0 0.0 0.337
H -6.461642 -3.884510 -0.785691 0.0 0.0 0.0 0.410
H -6.089703 -3.532043 0.898700 0.0 0.0 0.0 0.315
H -5.478334 -1.325800 -0.735401 0.0 0.0 0.0 0.454
H -4.576803 0.549466 -1.856955 0.0 0.0 0.0 0.503
H -2.870354 0.642793 -2.317086 0.0 0.1 0.0 0.177
H -3.371752 0.964803 -0.648998 0.1 0.1 -0.1 0.140
C -4.449972 -3.737072 3.876275 0.1 0.0 -0.1 -1.718
C -3.470260 -3.045375 2.935092 -0.1 0.1 0.2 1.796
C -3.202792 -1.598298 3.333473 0.1 -0.1 -0.1 -1.298
C -2.184087 -0.907091 2.426681 0.2 -0.2 0.1 0.577
Ge -0.390965 -1.709562 2.494635 0.1 0.6 0.2 1.014
C 0.291603 -2.256007 4.259805 -0.2 0.1 -0.2 -1.089
C -0.336347 -3.532161 4.825301 0.1 0.1 0.0 -0.360
C 0.393022 -4.007645 6.078863 -0.1 -0.1 0.0 -0.438
C -0.286707 -5.203453 6.738898 0.1 0.1 0.0 -1.378
H -4.653698 -4.758830 3.552275 0.0 0.0 0.0 0.415
H -5.398645 -3.197290 3.908662 0.0 0.0 0.0 0.354
H -4.053202 -3.777898 4.893480 0.0 0.0 0.0 0.380
H -3.853881 -3.070219 1.914092 0.1 0.0 0.0 -1.067
H -2.521794 -3.598278 2.927456 0.0 0.0 -0.1 0.115
H -2.849679 -1.573176 4.371146 -0.1 0.1 0.0 0.339
H -4.140956 -1.035866 3.300202 0.0 0.0 0.1 0.514
H -2.079208 0.136955 2.709240 0.0 0.1 0.0 0.357
H -2.510242 -0.934177 1.382246 0.0 0.0 0.0 -0.691
H -0.087842 -2.741517 1.443275 0.0 -0.4 -0.3 -0.630
H 0.165531 -1.427225 4.961633 0.0 0.0 0.0 0.449
H 1.367604 -2.403432 4.137236 0.0 0.0 0.0 0.465
H -0.309101 -4.328252 4.072949 -0.1 0.0 0.0 0.333
H -1.389234 -3.355717 5.067006 0.0 -0.1 0.0 0.046
H 0.450773 -3.179297 6.791111 0.0 0.0 0.0 0.322
H 1.420497 -4.272340 5.812640 0.0 0.1 0.0 0.376
H -1.294533 -4.943067 7.067302 0.0 0.0 0.0 0.316
H 0.277479 -5.538617 7.609664 0.0 0.0 0.0 0.414
H -0.362542 -6.039963 6.041623 0.0 0.0 0.0 0.320
```
Positions in Å, forces in eV/Å.

# 2
# C38H57F8O19P

A 5-piece molecular cluster, C38H57F8O19P overall at a distorted geometry (ωB97M-V/def2-TZVPD, OMol25).

Results
total charge	0
structure (SMILES)	CCCO[C@@]1([PH2]=O)C(=O)O[C@](CCCC(F)(F)C(F)(F)F)(CCOC=O)[C@@]1(Cc1ccc(C)cc1)C[C@@H](O)C(F)(F)F.COC(=O)OC.COC(=O)OC.COC(=O)OC.COC(=O)OC
Kohn-Sham gap	8.15	eV
total energy	-110239.6857	eV

XYZ file:
```
123
Properties=species:S:1:pos:R:3:forces:R:3:mulliken_charge:R:1
C -1.393722 -6.914122 6.050162 0.0 1.2 0.4 -1.006
C -2.418355 -6.029517 5.067369 1.3 -0.6 0.4 -0.243
C -1.483006 -5.642009 3.737973 0.0 -2.4 1.7 0.026
O -2.181042 -4.828667 2.743063 2.3 1.1 0.1 -0.382
C -1.291502 -4.003806 1.921931 -3.4 2.4 -2.5 0.938
P -0.106816 -5.069175 0.886182 3.1 -4.2 2.0 0.307
O 0.978465 -5.885285 1.695476 -2.7 2.6 -1.7 -0.708
C -2.363857 -3.500800 0.737152 -3.3 -2.2 -4.0 -0.303
O -3.070297 -4.316647 -0.082508 4.7 5.9 5.6 -0.623
O -2.448903 -2.003915 0.657104 0.4 -3.4 1.0 -0.386
C -1.194792 -1.402693 1.229103 0.7 0.4 -1.7 0.801
C -1.287039 0.221365 1.620898 -0.7 0.4 0.5 -0.164
C -2.224231 1.086886 0.582084 -0.4 1.1 0.6 -0.552
C -1.337286 2.024307 -0.472873 -0.9 0.3 0.5 -0.486
C -1.648550 3.624883 -0.123637 -0.1 -0.2 -2.2 0.330
F -0.913705 4.460815 -1.122002 -2.2 -2.2 3.0 -0.323
F -3.088474 3.963092 -0.258833 4.6 -1.4 0.4 -0.295
C -1.121725 4.085968 1.359373 0.9 2.7 1.9 0.760
F 0.048965 3.312901 1.841800 -4.2 2.4 -1.5 -0.233
F -2.188440 4.130021 2.405597 3.9 -0.6 -3.5 -0.220
F -0.647143 5.512703 1.220486 -1.6 -4.8 0.8 -0.235
C -0.305246 -1.316625 -0.145604 2.0 -0.2 -0.5 0.023
C -1.146493 -1.331612 -1.545560 0.1 -1.0 0.3 -0.336
O -0.253594 -0.766412 -2.607861 1.3 -3.4 -0.5 -0.360
C 0.598209 -1.838769 -3.171156 -2.3 -1.8 -4.9 0.239
O 0.262228 -2.478441 -4.306606 2.1 4.4 7.9 -0.451
C -0.871193 -2.481965 2.410538 1.1 -1.0 2.6 0.674
C 0.625446 -2.668543 3.045418 2.3 0.7 0.7 -0.275
C 1.879939 -2.037160 2.224867 4.1 1.7 -2.7 -0.398
C 2.244715 -0.405322 2.233017 1.8 -2.0 -1.8 -0.194
C 3.503292 0.265302 1.413315 -0.5 -3.8 -0.5 -0.659
C 4.508375 -0.667020 0.510074 -2.7 -2.1 1.8 0.596
C 5.779020 -0.130112 -0.391874 0.0 -1.3 0.3 -0.901
C 4.225200 -2.287141 0.500104 -2.5 2.4 2.1 -0.785
C 2.943835 -2.966830 1.331945 0.8 3.7 -0.2 -0.288
C -1.681430 -2.111131 3.827537 0.4 -0.1 -0.7 -1.426
C -3.277971 -2.013018 3.765040 -1.5 -0.6 1.1 -0.527
O -3.810082 -2.875674 4.876251 -0.2 -0.4 -2.5 -0.598
C -3.928304 -0.509127 4.099748 -2.3 -0.4 1.1 0.604
F -3.176437 0.242427 5.129055 -2.4 -1.9 -3.8 -0.266
F -4.252243 0.267477 2.871334 1.4 -2.0 4.2 -0.217
F -5.266369 -0.822551 4.730383 4.1 1.7 -2.1 -0.311
H -1.084292 -7.938676 5.577365 -0.6 2.0 1.0 0.283
H -0.437918 -6.224558 6.241676 -1.9 -1.7 -0.5 0.281
H -1.878353 -7.058628 7.132335 0.9 0.1 -2.6 0.330
H -2.720795 -5.094773 5.703539 0.3 -1.7 -1.6 0.145
H -3.318502 -6.730716 4.806899 1.6 1.7 0.3 0.295
H -0.501349 -5.184878 4.177047 -1.8 -0.6 -1.2 -0.046
H -1.221173 -6.689027 3.234064 -0.3 2.3 1.0 0.274
H -0.943780 -6.081987 0.225134 0.2 1.5 0.5 0.163
H 0.585095 -4.391138 -0.178686 -1.0 0.3 0.5 0.139
H -1.706315 0.416236 2.693543 0.7 -0.6 -2.0 0.165
H -0.213553 0.743024 1.596839 -2.3 -1.7 0.1 0.058
H -2.818997 1.875635 1.252420 1.1 -1.9 -1.4 0.337
H -3.059257 0.455976 0.038731 1.9 1.2 1.1 0.390
H -1.664829 1.791243 -1.592277 1.0 0.9 2.4 0.329
H -0.191460 1.870468 -0.284086 -2.2 0.4 -0.6 0.166
H 0.386824 -0.343990 -0.188715 -1.6 -2.2 0.3 0.116
H 0.471388 -2.220724 -0.207206 -1.6 1.9 0.2 -0.235
H -1.346325 -2.470162 -1.826967 -0.1 2.6 0.5 0.241
H -2.115234 -0.678913 -1.567593 2.0 -1.5 0.1 0.157
H 1.611733 -2.052043 -2.589543 -2.2 0.5 -1.2 0.284
H 0.673762 -2.166830 4.130057 -0.2 -0.9 -2.5 0.563
H 0.912936 -3.807559 3.263409 -0.8 2.4 -0.8 0.251
H 1.541671 0.297806 2.867128 1.7 -1.5 -1.4 0.257
H 3.709475 1.433802 1.416778 -0.7 -2.8 0.2 0.286
H 6.425359 0.700737 0.133998 -1.7 -1.5 -1.1 0.306
H 5.429414 0.151702 -1.481102 0.6 -0.3 2.4 0.215
H 6.504498 -1.067482 -0.522830 -1.6 2.0 0.3 0.280
H 4.953835 -2.994895 -0.114587 -1.8 1.7 1.5 0.204
H 2.861643 -4.137244 1.242556 -0.1 2.5 0.5 0.412
H -1.219078 -1.095981 4.185322 -0.9 -2.0 -0.5 0.796
H -1.381756 -2.982542 4.576160 -0.9 2.1 -1.5 0.582
H -3.831894 -2.384521 2.810846 1.5 1.1 1.4 0.444
H -4.446491 -3.559678 4.461224 1.5 1.8 0.9 0.390
C 4.369749 3.128108 -7.065720 0.0 0.5 -0.3 -0.623
O 4.291497 1.896597 -6.350557 -0.7 -0.7 -0.1 -0.303
C 3.227775 1.123348 -6.685075 -0.4 0.0 -0.4 0.705
O 2.375366 1.396768 -7.515556 1.3 -0.4 1.2 -0.540
O 3.276814 -0.006781 -5.935537 0.2 1.1 -0.5 -0.298
C 2.210747 -0.921502 -6.182665 -0.4 -0.4 -0.2 -0.328
H 5.256975 3.664755 -6.718553 -0.1 -0.3 0.1 0.219
H 4.476606 2.944762 -8.139756 -0.2 0.0 0.2 0.289
H 3.490846 3.748660 -6.863183 0.1 -0.2 -0.2 0.289
H 2.231372 -1.266795 -7.221457 -0.1 0.2 0.2 0.346
H 1.245530 -0.462844 -5.944867 0.2 -0.1 -0.2 0.327
H 2.350290 -1.787424 -5.529726 0.2 0.5 -0.1 -0.136
C 0.740291 7.687475 2.167073 -0.3 -0.3 -0.1 -0.631
O 1.626343 8.790475 2.347367 1.2 0.0 -0.1 -0.320
C 2.936720 8.489812 2.163430 0.0 -0.4 -0.1 0.724
O 3.386418 7.393473 1.868690 -0.6 1.6 0.4 -0.546
O 3.660016 9.620270 2.364206 -0.7 -0.8 -0.1 -0.315
C 5.067241 9.452874 2.203014 0.5 0.0 -0.1 -0.607
H -0.279857 8.041961 2.338315 0.3 0.2 0.0 0.291
H 0.804293 7.304101 1.143591 0.2 0.0 0.3 0.309
H 0.956153 6.896335 2.892384 0.1 0.1 -0.3 0.310
H 5.304203 9.140126 1.180869 -0.1 -0.1 0.2 0.286
H 5.456087 8.732287 2.929727 -0.1 0.0 -0.2 0.287
H 5.545660 10.418808 2.386613 -0.4 -0.1 0.0 0.217
C 1.452588 -4.551406 -5.855189 -0.3 0.3 0.2 -0.403
O 2.178482 -5.740433 -6.160958 0.8 -0.2 -1.0 -0.331
C 2.934283 -5.659634 -7.285039 -0.1 0.4 -0.2 0.722
O 3.030309 -4.686382 -8.016215 -0.1 -1.4 1.0 -0.546
O 3.564722 -6.849254 -7.454607 -0.5 0.8 0.3 -0.323
C 4.401897 -6.910555 -8.607718 0.3 0.0 -0.4 -0.610
H 0.884021 -4.728929 -4.938182 0.3 -0.2 -0.3 0.238
H 2.137325 -3.715466 -5.679332 -0.2 -0.3 -0.2 0.172
H 0.746616 -4.313067 -6.657295 0.2 0.1 0.1 0.312
H 5.204622 -6.168913 -8.541823 -0.3 0.0 -0.1 0.288
H 3.813851 -6.766492 -9.519863 0.1 0.1 0.2 0.285
H 4.854853 -7.905110 -8.643955 -0.2 0.1 0.3 0.220
C -8.630440 6.711603 1.949153 -0.5 -0.2 0.1 -0.611
O -7.371473 7.259009 1.562434 0.9 -0.5 -0.1 -0.327
C -6.367021 6.349822 1.486431 0.1 -0.4 0.0 0.706
O -6.463101 5.154229 1.715307 0.1 1.7 -0.3 -0.543
O -5.237215 7.001335 1.111637 -1.1 -0.2 0.4 -0.337
C -4.089498 6.163315 0.990169 0.2 -0.3 -0.1 -0.618
H -9.358985 7.526532 1.977377 0.4 0.0 -0.1 0.214
H -8.970423 5.971030 1.218024 0.1 0.0 0.2 0.288
H -8.568697 6.270219 2.949125 0.0 -0.1 -0.3 0.287
H -4.247969 5.400833 0.220592 -0.2 0.5 0.5 0.344
H -3.846235 5.699980 1.951784 -0.2 0.0 -0.3 0.281
H -3.245374 6.788345 0.686170 -0.3 0.1 0.0 0.335
```
Positions in Å, forces in eV/Å.

no.,LUMO energy (eV)
1,0.22
2,-0.74